1.
DFT (ωB97M-V/def2-TZVPD) results for an isolated ion of composition C3H5N2S2 and charge +1 at a distorted geometry.

```
12
Properties=species:S:1:pos:R:3:nbo_charge:R:1
C -2.062 1.416 -0.070 0.189
C -0.421 -1.066 -0.294 -0.293
C 0.001 0.194 0.491 -0.219
N -1.829 -1.219 -0.199 -0.668
N -0.766 1.402 -0.049 -0.592
S -3.547 1.717 0.021 0.517
S -2.730 -2.298 0.088 0.623
H -0.061 -0.767 -1.297 0.244
H 0.166 -1.980 0.090 0.238
H -0.014 0.347 1.624 0.256
H 1.088 0.447 0.242 0.249
H -0.333 1.958 -0.787 0.456
```

Properties
LUMO level (alpha / beta) = -0.19950 / -0.20292 Ha
Total charge = +1
E_HOMO (alpha / beta) = -11.9 / -12.0 eV
Orbital gap (alpha / beta) = 6.51 / 6.47 eV


2.
DFT (ωB97M-V/def2-TZVPD) results for C36H26Cl2N4NiO9 as an isolated structure.

```
78
Properties=species:S:1:pos:R:3:mulliken_charge:R:1
Ni 1.886 1.097 0.110 0.220
Cl 3.003 5.704 1.485 -0.272
C 3.268 4.247 2.406 0.244
C 3.845 4.366 3.674 -0.596
C 4.069 3.271 4.459 0.731
Cl 4.787 3.477 6.046 -0.323
C 3.718 1.980 4.001 -0.245
C 3.879 0.780 4.731 -0.845
C 3.489 -0.409 4.184 -1.284
C 2.930 -0.418 2.890 -0.276
N 2.772 0.681 2.202 0.408
C 3.144 1.869 2.715 0.452
C 2.895 3.018 1.846 0.213
O 2.358 2.902 0.698 -0.859
H 4.110 5.351 4.034 0.425
H 4.316 0.820 5.720 0.376
H 3.603 -1.338 4.728 0.400
H 2.617 -1.338 2.407 0.670
O 5.874 -3.262 -0.790 -0.686
C 5.064 -2.366 -0.915 0.122
C 3.560 -2.495 -0.900 0.421
O 2.909 -3.529 -1.058 -0.794
C 3.078 -1.150 -0.667 -0.004
C 4.131 -0.207 -0.701 0.686
O 3.897 1.005 -0.444 -0.937
C 5.380 -0.887 -1.081 0.258
O 6.437 -0.420 -1.466 -0.703
O 1.876 -0.769 -0.442 -0.455
C -3.668 -1.179 -3.848 -0.919
O -2.479 -1.771 -3.383 -0.259
C -1.326 -1.519 -4.072 0.580
C -1.306 -1.050 -5.377 -0.678
C -0.093 -0.894 -6.040 -0.561
C 1.088 -1.213 -5.395 -0.917
C 1.066 -1.653 -4.077 -0.460
C -0.129 -1.791 -3.382 0.499
N -0.174 -2.270 -2.065 0.131
C -0.642 -1.529 -0.975 -0.321
N -1.105 -0.271 -1.232 0.868
C -1.109 0.864 -0.365 -0.290
C -0.013 1.386 0.342 0.202
C -0.341 2.425 1.240 0.614
C -1.604 2.960 1.372 -1.430
C -2.649 2.510 0.573 -0.317
C -2.385 1.466 -0.291 0.813
O -3.346 0.931 -1.127 -0.095
C -4.642 1.452 -1.013 -1.205
N -0.656 -2.103 0.174 -0.706
C -1.459 -1.566 1.176 -0.180
C -0.928 -1.084 2.368 -0.023
C -1.735 -0.663 3.416 -0.757
C -3.113 -0.714 3.294 -0.617
C -3.676 -1.180 2.109 -0.526
C -2.864 -1.593 1.063 0.896
O -3.373 -2.035 -0.133 -0.031
C -4.651 -2.611 -0.109 -1.274
H -4.402 -1.328 -3.059 0.097
H -4.021 -1.649 -4.773 0.368
H -3.539 -0.105 -4.016 0.417
H -2.233 -0.828 -5.889 0.354
H -0.083 -0.526 -7.059 0.363
H 2.038 -1.100 -5.900 0.404
H 1.984 -1.888 -3.562 0.355
H 0.614 -2.852 -1.787 0.433
H -1.376 -0.079 -2.179 0.297
H 0.435 2.856 1.853 0.237
H -1.780 3.759 2.084 0.383
H -3.633 2.950 0.652 0.387
H -5.255 0.914 -1.736 0.243
H -4.675 2.523 -1.242 0.380
H -5.051 1.295 -0.009 0.405
H 0.147 -1.019 2.440 0.367
H -1.277 -0.282 4.321 0.379
H -3.754 -0.393 4.106 0.365
H -4.753 -1.211 2.000 0.350
H -4.757 -3.173 -1.036 0.199
H -5.445 -1.854 -0.063 0.394
H -4.769 -3.290 0.743 0.445
```

Properties
LUMO level (alpha / beta) = 0.13897 / 0.13897 Ha
Total charge = -2
E_HOMO (alpha / beta) = -1.7 / -1.7 eV
Orbital gap (alpha / beta) = 5.51 / 5.52 eV


3.
DFT (ωB97M-V/def2-TZVPD) results for C8F24HfN4O16S8 as an isolated structure at a distorted geometry.

```
61
Properties=species:S:1:pos:R:3:nbo_charge:R:1
Hf -0.175 -0.117 -0.062 2.466
C 3.357 2.317 -1.186 0.794
F 2.680 2.335 -2.331 -0.304
F 4.275 1.387 -1.219 -0.273
F 3.901 3.496 -0.963 -0.282
S 2.058 2.024 0.163 2.205
O 2.449 2.796 1.273 -0.825
O 0.715 2.120 -0.414 -0.967
N 2.025 0.337 0.386 -1.288
S 3.252 -0.031 1.452 2.246
O 4.368 0.828 1.356 -0.894
O 2.680 -0.315 2.714 -0.881
C 3.807 -1.629 0.702 0.737
F 4.908 -2.023 1.316 -0.291
F 2.858 -2.547 0.787 -0.299
F 4.100 -1.423 -0.583 -0.309
C 2.000 -0.142 -3.877 0.802
F 1.615 1.096 -4.081 -0.281
F 2.183 -0.721 -5.055 -0.283
F 3.099 -0.254 -3.161 -0.283
S 0.640 -1.070 -2.937 2.192
O 0.181 -2.154 -3.707 -0.820
O 1.226 -1.412 -1.630 -0.974
N -0.445 0.049 -2.295 -1.290
S -1.490 0.391 -3.531 2.222
O -0.851 0.246 -4.803 -0.913
O -2.754 -0.227 -3.378 -0.855
C -1.688 2.222 -3.333 0.743
F -2.652 2.587 -4.168 -0.291
F -2.088 2.486 -2.088 -0.307
F -0.571 2.854 -3.611 -0.291
C 0.245 -4.363 0.184 0.808
F -0.526 -5.379 -0.171 -0.286
F 0.908 -4.699 1.268 -0.281
F 1.039 -3.992 -0.772 -0.262
S -0.971 -2.978 0.632 2.190
O -1.136 -2.109 -0.554 -0.995
O -2.138 -3.498 1.189 -0.797
N -0.069 -1.795 1.464 -1.278
S 0.183 -2.452 3.012 2.205
O -0.652 -3.562 3.325 -0.884
O 1.569 -2.625 3.243 -0.877
C -0.436 -1.072 4.089 0.750
F -0.397 -1.489 5.349 -0.294
F 0.317 -0.007 3.955 -0.275
F -1.715 -0.860 3.775 -0.306
C -1.482 3.877 1.143 0.819
F -2.389 4.089 0.222 -0.275
F -0.277 4.105 0.660 -0.285
F -1.677 4.640 2.198 -0.277
S -1.562 2.078 1.788 2.186
O -0.228 1.496 1.869 -0.971
O -2.310 2.103 2.978 -0.832
N -2.045 0.959 0.603 -1.298
S -3.701 1.113 0.425 2.219
O -4.225 2.321 0.958 -0.891
O -4.028 0.810 -0.922 -0.886
C -4.371 -0.294 1.432 0.746
F -4.434 0.031 2.708 -0.287
F -5.560 -0.584 0.941 -0.286
F -3.597 -1.364 1.274 -0.303
```

Properties
LUMO level = -0.06616 Ha
E_HOMO = -11.9 eV
Orbital gap = 10.08 eV


Per-record electronic energy, eV: -27832.0976; -128230.8960; -200221.4675
Per-record energy above the lowest of the compared OMol25 structures with the same formula, charge and spin, kJ/mol: 339.3; 38.1; 0.0
Per-record molecular weight, g/mol: 133.22; 788.22; 1299.08